Record 1
Molecular formula: C45H38Cl9N7O14
Method: DFT, the ωB97M-V functional and the def2-TZVPD basis

Element x y z (Å)
1 O 0.514 -3.660 -3.170
2 N -0.636 -3.461 -2.823
3 O -0.999 -2.846 -1.849
4 C -1.730 -3.814 -3.859
5 C -3.080 -3.695 -3.545
6 C -3.976 -4.114 -4.511
7 C -3.614 -4.747 -5.705
8 C -2.280 -4.840 -6.016
9 C -1.285 -4.371 -5.035
10 H -3.459 -3.104 -2.720
11 H -5.073 -4.024 -4.317
12 H -4.385 -4.973 -6.425
13 H -1.856 -5.023 -7.004
14 H -0.198 -4.362 -5.279
15 O -4.893 1.517 3.119
16 N -5.405 2.264 2.337
17 O -6.589 2.471 2.301
18 C -4.515 2.929 1.417
19 C -5.062 3.742 0.373
20 C -4.176 4.428 -0.450
21 C -2.772 4.156 -0.418
22 C -2.337 3.197 0.507
23 C -3.199 2.584 1.402
24 H -6.057 4.078 0.458
25 H -4.556 5.191 -1.089
26 H -2.149 4.803 -1.067
27 H -1.293 2.960 0.610
28 H -2.735 1.877 2.052
29 O 3.009 2.504 -1.715
30 N 1.987 2.562 -2.384
31 O 1.623 1.570 -2.979
32 C 1.094 3.756 -2.382
33 C 1.429 4.830 -1.595
34 C 0.703 6.007 -1.645
35 C -0.342 6.069 -2.517
36 C -0.694 4.973 -3.330
37 C -0.036 3.761 -3.239
38 H 2.357 4.836 -0.985
39 H 0.998 6.817 -1.003
40 H -0.977 6.914 -2.584
41 H -1.507 5.021 -3.977
42 H -0.211 2.964 -3.899
43 O 0.224 -0.680 -4.430
44 N -0.834 -0.561 -5.018
45 O -1.007 -0.795 -6.229
46 C -2.030 -0.006 -4.331
47 C -3.127 0.145 -5.121
48 C -4.256 0.652 -4.568
49 C -4.276 0.973 -3.217
50 C -3.131 0.842 -2.458
51 C -1.970 0.341 -2.991
52 H -3.101 -0.155 -6.145
53 H -5.125 0.764 -5.169
54 H -5.117 1.318 -2.701
55 H -3.133 1.068 -1.425
56 H -1.035 0.270 -2.441
57 O -0.945 -1.414 4.398
58 N -1.545 -0.364 4.203
59 O -2.386 -0.252 3.330
60 C -1.242 0.781 5.065
61 C -2.107 1.886 5.100
62 C -1.884 3.022 5.866
63 C -0.732 3.053 6.611
64 C 0.113 1.899 6.606
65 C -0.131 0.778 5.865
66 H -3.007 1.888 4.551
67 H -2.654 3.759 5.908
68 H -0.563 3.895 7.273
69 H 1.085 1.983 7.101
70 H 0.413 -0.180 5.926
71 O 0.308 0.924 -0.375
72 N 0.313 0.066 0.493
73 O -0.268 0.212 1.595
74 C 1.111 -1.174 0.200
75 C 1.971 -1.119 -0.868
76 C 2.743 -2.258 -1.265
77 C 2.650 -3.374 -0.454
78 C 1.768 -3.431 0.667
79 C 0.972 -2.344 0.958
80 H 1.993 -0.216 -1.394
81 H 3.432 -2.212 -2.086
82 H 3.309 -4.218 -0.669
83 H 1.562 -4.398 1.093
84 H 0.255 -2.372 1.776
85 O 3.835 0.417 5.960
86 N 3.668 1.070 4.917
87 O 3.246 2.226 4.843
88 C 4.058 0.436 3.663
89 C 4.836 -0.714 3.726
90 C 5.266 -1.247 2.560
91 C 5.009 -0.577 1.354
92 C 4.214 0.570 1.256
93 C 3.679 1.034 2.459
94 H 5.113 -1.255 4.633
95 H 5.893 -2.160 2.408
96 H 5.295 -1.022 0.411
97 H 4.199 1.161 0.334
98 H 2.995 1.840 2.471
99 Cl 3.532 -7.557 1.828
100 C 3.863 -6.871 3.433
101 Cl 5.059 -5.588 3.363
102 Cl 4.433 -8.117 4.548
103 H 2.965 -6.392 3.880
104 Cl 4.283 -1.779 -4.996
105 C 4.180 -0.182 -4.145
106 Cl 4.197 1.050 -5.444
107 Cl 5.471 0.103 -2.960
108 H 3.223 -0.171 -3.724
109 Cl 1.008 -5.075 5.442
110 C 1.353 -3.377 5.324
111 Cl 2.575 -2.968 4.161
112 Cl 1.891 -2.685 6.886
113 H 0.405 -2.912 5.123

The total charge is 0. As for the spin multiplicity: 1. The HOMO energy is -9.577 eV. The HOMO-LUMO gap is 8.69 eV. The energy relative to the best compared isomer or geometry (same formula, charge and spin) comes out at 11.4 kcal per mole. The calculation puts the largest force on an atom at 3.27 eV/Å.

Löwdin population analysis, charges in e, atoms 1 to 99: number 1, O, carries 0.07; number 2, N, carries -0.32; number 3, O, carries 0.08; number 4, C, carries -0.14; number 5, C, carries -0.02; number 6, C, carries -0.08; number 7, C, carries -0.09; number 8, C, carries -0.04; number 9, C, carries 0.01; number 10, H, carries 0.12; number 11, H, carries 0.12; number 12, H, carries 0.10; number 13, H, carries 0.11; number 14, H, carries 0.13; number 15, O, carries 0.08; number 16, N, carries -0.37; number 17, O, carries 0.09; number 18, C, carries -0.14; number 19, C, carries 0.01; number 20, C, carries -0.06; number 21, C, carries -0.03; number 22, C, carries -0.06; number 23, C, carries -0.01; number 24, H, carries 0.10; number 25, H, carries 0.09; number 26, H, carries 0.09; number 27, H, carries 0.09; number 28, H, carries 0.09; number 29, O, carries 0.05; number 30, N, carries -0.32; number 31, O, carries 0.03; number 32, C, carries -0.11; number 33, C, carries -0.01; number 34, C, carries -0.07; number 35, C, carries -0.08; number 36, C, carries -0.06; number 37, C, carries 0.03; number 38, H, carries 0.14; number 39, H, carries 0.11; number 40, H, carries 0.10; number 41, H, carries 0.09; number 42, H, carries 0.10; number 43, O, carries 0.08; number 44, N, carries -0.31; number 45, O, carries 0.04; number 46, C, carries -0.15; number 47, C, carries -0.02; number 48, C, carries -0.06; number 49, C, carries -0.05; number 50, C, carries -0.06; number 51, C, carries 0.01; number 52, H, carries 0.12; number 53, H, carries 0.10; number 54, H, carries 0.09; number 55, H, carries 0.09; number 56, H, carries 0.11; number 57, O, carries 0.04; number 58, N, carries -0.32; number 59, O, carries 0.08; number 60, C, carries -0.13; number 61, C, carries 0.01; number 62, C, carries -0.07; number 63, C, carries -0.05; number 64, C, carries -0.05; number 65, C, carries -0.02; number 66, H, carries 0.08; number 67, H, carries 0.11; number 68, H, carries 0.11; number 69, H, carries 0.11; number 70, H, carries 0.11; number 71, O, carries 0.04; number 72, N, carries -0.27; number 73, O, carries 0.05; number 74, C, carries -0.13; number 75, C, carries 0.00; number 76, C, carries -0.05; number 77, C, carries -0.06; number 78, C, carries -0.07; number 79, C, carries -0.02; number 80, H, carries 0.07; number 81, H, carries 0.07; number 82, H, carries 0.11; number 83, H, carries 0.10; number 84, H, carries 0.11; number 85, O, carries 0.04; number 86, N, carries -0.32; number 87, O, carries 0.06; number 88, C, carries -0.15; number 89, C, carries -0.07; number 90, C, carries -0.09; number 91, C, carries -0.07; number 92, C, carries -0.05; number 93, C, carries 0.01; number 94, H, carries 0.12; number 95, H, carries 0.12; number 96, H, carries 0.10; number 97, H, carries 0.10; number 98, H, carries 0.11; number 99, Cl, carries 0.51


Record 2
Molecular formula: C45H39BaCl5N5OS5Te
Method: DFT, the ωB97M-V functional and the def2-TZVPD basis

Element x y z (Å)
1 Ba 0.826 -0.025 0.270
2 Cl -0.969 2.431 2.958
3 C -1.243 0.785 3.378
4 C -0.990 -0.171 2.394
5 C -1.265 -1.475 2.806
6 Cl -1.063 -2.720 1.644
7 C -1.700 -1.824 4.079
8 Cl -1.976 -3.461 4.517
9 C -1.917 -0.822 5.020
10 Cl -2.451 -1.226 6.602
11 C -1.706 0.504 4.660
12 Cl -2.025 1.750 5.799
13 O 5.119 2.434 5.259
14 C 4.578 1.930 4.309
15 S 4.021 0.267 4.268
16 C 3.426 0.255 2.594
17 C 3.537 1.416 1.909
18 S 3.036 1.744 0.314
19 S 4.279 2.768 2.796
20 S 2.738 -1.219 2.047
21 C -4.228 5.513 -3.672
22 C -3.690 5.791 -2.262
23 C -2.748 7.002 -2.289
24 C -4.871 6.114 -1.346
25 C -2.910 4.579 -1.784
26 C -3.213 3.868 -0.630
27 C -2.428 2.774 -0.286
28 N -1.394 2.363 -0.989
29 C -1.076 3.031 -2.096
30 C -1.816 4.138 -2.518
31 C 0.125 2.578 -2.823
32 C 0.529 3.146 -4.030
33 C 1.713 2.749 -4.643
34 C 2.462 1.788 -3.982
35 C 1.967 1.258 -2.803
36 N 0.838 1.617 -2.241
37 C 2.159 3.391 -5.942
38 C 1.023 3.311 -6.969
39 C 3.389 2.697 -6.532
40 C 2.511 4.854 -5.644
41 H -4.799 6.367 -4.029
42 H -4.877 4.640 -3.659
43 H -3.422 5.324 -4.376
44 H -3.288 7.891 -2.605
45 H -1.918 6.844 -2.973
46 H -2.339 7.177 -1.297
47 H -5.402 6.983 -1.731
48 H -4.528 6.343 -0.340
49 H -5.568 5.280 -1.305
50 H -4.036 4.150 0.006
51 H -2.633 2.194 0.603
52 H -1.537 4.671 -3.411
53 H -0.074 3.905 -4.499
54 H 3.411 1.442 -4.356
55 H 2.546 0.510 -2.278
56 H 0.737 2.273 -7.125
57 H 1.347 3.731 -7.919
58 H 0.146 3.861 -6.639
59 H 3.195 1.638 -6.690
60 H 4.252 2.809 -5.880
61 H 3.634 3.147 -7.492
62 H 1.648 5.395 -5.265
63 H 2.864 5.351 -6.545
64 H 3.296 4.901 -4.891
65 N -3.248 -1.852 -3.279
66 C -2.199 -1.936 -4.154
67 C -2.103 -2.355 -5.471
68 C -0.851 -2.307 -6.058
69 C 0.269 -1.864 -5.349
70 C 0.179 -1.453 -4.034
71 C -1.073 -1.478 -3.423
72 N -1.455 -1.131 -2.159
73 C -2.745 -1.358 -2.093
74 C -3.589 -1.157 -0.946
75 C -4.863 -1.665 -0.784
76 S -5.513 -1.198 0.737
77 C -4.022 -0.334 1.040
78 N -3.159 -0.413 0.105
79 H -4.205 -2.097 -3.471
80 H -2.973 -2.703 -6.008
81 H -0.736 -2.620 -7.087
82 H 1.227 -1.850 -5.849
83 H 1.037 -1.116 -3.473
84 H -5.430 -2.298 -1.435
85 H -3.872 0.208 1.955
86 C 4.158 -3.297 -0.585
87 Te 3.659 -1.202 -0.664
88 C 4.271 -1.538 -2.766
89 C 5.277 -2.624 -2.694
90 C 6.262 -2.790 -3.658
91 C 7.158 -3.842 -3.579
92 C 7.084 -4.729 -2.519
93 C 6.126 -4.551 -1.534
94 C 5.215 -3.506 -1.615
95 H 3.286 -3.916 -0.811
96 H 4.503 -3.572 0.412
97 H 4.671 -0.659 -3.273
98 H 3.408 -1.887 -3.346
99 H 6.324 -2.087 -4.481
100 H 7.910 -3.971 -4.349
101 H 7.777 -5.557 -2.457
102 H 6.087 -5.232 -0.692

The total charge is -1. As for the spin multiplicity: 1. The HOMO energy is -3.508 eV. The HOMO-LUMO gap is 5.03 eV. The calculation puts the largest force on an atom at 3.10 eV/Å.

Löwdin population analysis, charges in e, atoms 1 to 99: number 1, Ba, carries 1.20; number 2, Cl, carries 0.67; number 3, C, carries -0.76; number 4, C, carries -0.38; number 5, C, carries -0.79; number 6, Cl, carries 0.64; number 7, C, carries -0.73; number 8, Cl, carries 0.65; number 9, C, carries -0.73; number 10, Cl, carries 0.65; number 11, C, carries -0.73; number 12, Cl, carries 0.65; number 13, O, carries -0.10; number 14, C, carries -1.08; number 15, S, carries 0.94; number 16, C, carries -1.19; number 17, C, carries -1.22; number 18, S, carries 0.24; number 19, S, carries 0.93; number 20, S, carries 0.23; number 21, C, carries -0.04; number 22, C, carries -0.56; number 23, C, carries -0.04; number 24, C, carries -0.07; number 25, C, carries -0.17; number 26, C, carries 0.01; number 27, C, carries -0.13; number 28, N, carries 0.12; number 29, C, carries -0.19; number 30, C, carries 0.04; number 31, C, carries -0.19; number 32, C, carries 0.05; number 33, C, carries -0.16; number 34, C, carries 0.02; number 35, C, carries -0.21; number 36, N, carries 0.04; number 37, C, carries -0.56; number 38, C, carries -0.04; number 39, C, carries -0.06; number 40, C, carries -0.04; number 41, H, carries 0.08; number 42, H, carries 0.09; number 43, H, carries 0.07; number 44, H, carries 0.08; number 45, H, carries 0.08; number 46, H, carries 0.09; number 47, H, carries 0.08; number 48, H, carries 0.09; number 49, H, carries 0.09; number 50, H, carries 0.10; number 51, H, carries 0.07; number 52, H, carries 0.10; number 53, H, carries 0.10; number 54, H, carries 0.10; number 55, H, carries -0.02; number 56, H, carries 0.09; number 57, H, carries 0.08; number 58, H, carries 0.07; number 59, H, carries 0.09; number 60, H, carries 0.09; number 61, H, carries 0.08; number 62, H, carries 0.08; number 63, H, carries 0.08; number 64, H, carries 0.09; number 65, N, carries 0.17; number 66, C, carries -0.19; number 67, C, carries -0.03; number 68, C, carries -0.10; number 69, C, carries -0.09; number 70, C, carries 0.00; number 71, C, carries -0.22; number 72, N, carries 0.18; number 73, C, carries -0.26; number 74, C, carries -0.31; number 75, C, carries -0.35; number 76, S, carries 1.01; number 77, C, carries -0.44; number 78, N, carries 0.06; number 79, H, carries 0.15; number 80, H, carries 0.10; number 81, H, carries 0.10; number 82, H, carries 0.10; number 83, H, carries 0.09; number 84, H, carries 0.06; number 85, H, carries 0.08; number 86, C, carries -0.41; number 87, Te, carries 1.15; number 88, C, carries -0.41; number 89, C, carries -0.31; number 90, C, carries -0.05; number 91, C, carries -0.11; number 92, C, carries -0.11; number 93, C, carries -0.05; number 94, C, carries -0.30; number 95, H, carries 0.06; number 96, H, carries 0.06; number 97, H, carries 0.05; number 98, H, carries 0.05; number 99, H, carries 0.11